No. 1
45
Properties=species:S:1:pos:R:3:forces:R:3 method="wB97M-V/def2-TZVPD" total_energy_ha=-793.00525 lumo_energy_ev=1.0 relative_energy_ev=0.327 orbital_gap_ev=9.68 total_charge=0 homo_energy_ev=-8.72 spin_multiplicity=1 smiles="O=C(CN1CCCC1)OCCCC1CCCCC1" largest_force_ha_per_bohr=0.0108
O 2.07242 1.55413 0.28729 -0.1 0.1 0.0
C 2.16023 0.35542 0.36020 0.3 0.0 0.2
C 3.44008 -0.40215 0.67361 0.0 0.1 0.0
N 4.22295 -0.52585 -0.55004 -0.4 -0.1 0.0
C 5.35184 -1.43278 -0.41405 0.1 -0.1 0.0
C 6.50288 -0.61887 0.21014 -0.1 -0.1 0.0
C 6.18726 0.82933 -0.19616 -0.1 0.0 0.0
C 4.84547 0.72676 -0.95556 0.1 0.3 -0.2
O 1.15037 -0.48479 0.15512 -0.1 -0.4 0.0
C -0.11480 0.08039 -0.19713 -0.4 0.3 0.1
C -0.88716 0.52017 1.04447 0.1 0.0 -0.2
C -2.20147 1.22312 0.70577 0.1 -0.3 -0.1
C -3.23469 0.37177 -0.04161 -0.1 0.3 0.4
C -3.70428 -0.82757 0.78335 0.2 -0.1 -0.4
C -4.75452 -1.63620 0.02618 -0.2 0.1 0.3
C -5.94964 -0.76260 -0.33881 0.1 -0.1 -0.3
C -5.49133 0.43157 -1.16876 -0.2 0.1 0.3
C -4.44352 1.23797 -0.40783 0.1 -0.2 -0.4
H 3.16967 -1.40344 1.01265 0.1 0.1 0.0
H 3.97231 0.13294 1.47534 -0.1 0.0 0.0
H 5.62739 -1.75507 -1.42217 0.0 -0.1 0.1
H 5.08283 -2.31250 0.16914 0.0 0.0 -0.1
H 6.50170 -0.73085 1.29464 0.1 0.0 0.0
H 7.46966 -0.95246 -0.16153 0.1 0.0 0.1
H 6.08443 1.46984 0.67928 0.1 0.0 0.0
H 6.96160 1.25388 -0.83204 0.0 0.1 0.0
H 5.02593 0.66531 -2.03213 0.0 0.1 0.0
H 4.18323 1.56780 -0.76154 0.0 0.0 -0.1
H 0.04970 0.93738 -0.85846 -0.1 -0.1 0.0
H -0.63516 -0.71379 -0.73391 0.1 0.1 0.0
H -0.25701 1.21788 1.60062 0.0 -0.1 0.0
H -1.06565 -0.34750 1.68112 0.0 0.0 0.0
H -2.64936 1.57405 1.63855 -0.1 0.1 0.0
H -1.97417 2.10370 0.10009 0.0 0.1 0.0
H -2.78856 0.00404 -0.97139 0.0 0.0 -0.1
H -2.85918 -1.47517 1.02160 0.0 0.0 0.1
H -4.13052 -0.47028 1.72393 0.0 0.0 0.1
H -5.08207 -2.47949 0.63811 0.0 -0.1 -0.1
H -4.31045 -2.03942 -0.88722 0.0 -0.1 0.0
H -6.68355 -1.34744 -0.89726 -0.1 0.0 0.1
H -6.43062 -0.40566 0.57482 -0.1 0.0 0.1
H -6.34467 1.06874 -1.41034 0.0 0.0 -0.1
H -5.06300 0.07604 -2.10891 0.0 0.0 -0.1
H -4.11741 2.08479 -1.01580 0.0 0.1 0.1
H -4.88914 1.63688 0.50662 0.0 0.1 0.1


No. 2
55
Properties=species:S:1:pos:R:3:forces:R:3 method="wB97M-V/def2-TZVPD" total_energy_ha=-2836.99107 lumo_energy_ev=-0.8 orbital_gap_ev=9.04 total_charge=0 homo_energy_ev=-9.88 spin_multiplicity=1 smiles="O=S1(=O)CCCC1.O=S1(=O)CCCC1.O=S1(=O)CCCC1.O=COCN=C=S" largest_force_ha_per_bohr=0.1781
O -1.50979 1.50899 -3.53090 0.3 -0.4 0.1
S -1.23882 0.16148 -3.98581 0.0 -0.1 0.2
O -0.35755 -0.73715 -3.26729 -0.1 0.5 0.0
C -2.79352 -0.66277 -4.26709 -0.5 -0.2 0.0
C -3.13696 -0.33372 -5.71226 -0.2 0.1 -0.2
C -1.83194 -0.48386 -6.49264 -0.1 -0.2 -0.3
C -0.73855 0.22992 -5.69949 0.3 0.1 -0.6
H -3.54013 -0.30522 -3.55596 0.2 0.0 0.0
H -2.63144 -1.73677 -4.13557 0.0 0.2 0.0
H -3.91973 -0.99256 -6.09934 0.1 0.1 0.1
H -3.49570 0.69979 -5.78718 0.0 -0.1 0.0
H -1.58399 -1.54805 -6.58731 0.0 0.2 0.0
H -1.91623 -0.07538 -7.50454 0.0 -0.1 0.2
H 0.22969 -0.26367 -5.81522 -0.1 0.2 0.2
H -0.65735 1.28175 -5.98710 0.0 -0.1 0.2
O 2.72030 -6.63071 2.17569 -0.3 0.2 0.3
S 2.30862 -5.61193 3.11842 -0.4 0.0 0.1
O 0.95647 -5.53342 3.63417 0.4 -0.3 -0.4
C 3.44632 -5.61907 4.48998 0.4 -0.1 0.4
C 4.55089 -4.66227 4.06665 0.2 0.0 0.0
C 3.84241 -3.46673 3.43156 0.2 0.3 0.1
C 2.78569 -4.01533 2.47426 0.1 0.6 -0.3
H 3.80385 -6.63366 4.67372 -0.2 0.0 -0.1
H 2.91393 -5.24204 5.36830 0.0 -0.1 -0.2
H 5.17058 -4.36248 4.91679 -0.1 -0.1 -0.1
H 5.20091 -5.14306 3.32588 -0.1 0.0 0.1
H 3.35722 -2.87197 4.21501 0.1 -0.1 -0.1
H 4.54547 -2.81028 2.90937 -0.2 -0.1 0.1
H 1.90829 -3.36528 2.42827 0.1 -0.3 -0.1
H 3.19314 -4.16290 1.47033 -0.1 -0.1 0.2
O -1.61522 5.92333 -0.08712 -0.5 0.0 0.0
S -2.83273 5.36702 0.46453 -0.3 0.0 -0.4
O -4.14685 5.76277 -0.00124 0.6 0.1 0.0
C -2.71623 3.58961 0.41089 0.1 -0.6 0.0
C -2.04923 3.21711 1.72660 0.2 0.0 0.1
C -2.71443 4.08979 2.78986 -0.1 -0.2 0.3
C -2.77032 5.51553 2.24377 0.0 0.2 0.7
H -2.14322 3.27887 -0.46437 -0.1 0.2 0.0
H -3.73299 3.18911 0.35756 0.1 0.1 0.0
H -2.16215 2.15158 1.94689 0.1 0.2 -0.1
H -0.97702 3.44238 1.68123 -0.2 -0.1 0.0
H -3.73221 3.72586 2.97590 0.1 0.1 0.0
H -2.17364 4.05211 3.74066 -0.1 0.0 -0.1
H -3.65863 6.04642 2.59533 0.2 0.0 -0.2
H -1.87103 6.07987 2.50542 -0.1 0.0 -0.2
O 3.52047 -0.97170 0.98842 -0.9 7.1 -5.7
C 3.37152 0.08723 0.14512 0.5 -5.2 5.8
O 3.05334 1.38905 0.75211 -1.0 -2.8 -2.5
C 1.71269 1.86914 0.37551 -0.5 2.0 -0.8
N 0.59483 1.36711 1.29090 -2.6 -6.2 -4.5
C -0.10175 0.33371 0.67146 0.6 3.1 0.8
S -1.14147 -0.72533 -0.16098 3.5 3.4 2.9
H 3.54772 -0.12807 -0.99476 -0.6 1.2 2.1
H 1.73771 3.05362 0.52030 0.1 -2.8 -0.1
H 1.41876 1.68224 -0.74473 0.9 0.1 2.0


No. 3
74
Properties=species:S:1:pos:R:3:forces:R:3 method="wB97M-V/def2-TZVPD" total_energy_ha=-10404.50873 lumo_energy_ev=-6.4 orbital_gap_ev=2.08 total_charge=+1 homo_energy_ev=-8.46 spin_multiplicity=1 largest_force_ha_per_bohr=0.1843
N 7.36470 2.40642 -0.27573 -0.2 3.5 1.1
C 6.93654 3.85313 -0.05418 -0.5 -1.2 1.9
N 5.89555 4.22784 0.97740 1.4 -2.1 -2.0
C 4.56413 3.54629 0.74732 -2.2 -0.9 0.4
C 3.75222 4.18149 -0.54306 2.3 8.2 2.0
O 3.72631 5.51337 -0.66022 -0.4 -9.5 -0.3
Br 2.84682 2.87029 -1.77123 0.1 0.6 0.2
N 7.53284 4.82082 -0.82448 0.5 -0.4 0.8
S 7.19443 6.53392 -0.80121 -5.4 6.8 0.4
O 6.85446 7.11839 0.59059 2.4 -3.4 -5.6
O 6.16069 6.83670 -1.91203 5.0 -2.0 4.1
F 8.67362 7.32229 -1.29956 -2.7 -2.7 1.0
H 7.80357 2.26729 -1.21214 0.0 -1.6 2.9
H 8.08846 2.13879 0.43136 -0.8 0.1 -0.9
H 6.28547 3.85165 1.89369 -0.7 0.8 -1.3
H 4.66017 2.36931 0.68220 -0.2 2.3 -0.2
H 3.86847 3.75594 1.69423 1.7 -0.2 -2.0
H 8.26121 4.49079 -1.52683 0.1 1.8 1.2
O -0.28170 3.04454 -2.47119 0.1 -0.1 -0.6
H -0.10760 3.98153 -2.64639 0.0 0.0 0.3
H -0.67023 2.72024 -3.29755 0.0 0.1 0.3
C -3.45387 -1.70016 -4.57260 -0.1 -0.1 0.0
C -3.10444 -0.57035 -3.61089 -0.4 0.1 0.1
N -4.27058 0.06821 -2.99325 0.0 0.2 -0.1
C -3.94603 1.31762 -2.29713 0.0 0.1 -0.2
C -3.03037 1.23012 -1.08063 0.0 0.2 0.4
C -5.19542 -0.81820 -2.28295 0.0 -0.1 -0.2
C -4.63538 -1.64949 -1.13370 -0.1 -0.2 0.3
H -4.14235 -1.36193 -5.35398 0.0 0.0 0.2
H -2.54442 -2.06582 -5.06251 -0.1 0.1 0.1
H -3.90495 -2.55429 -4.05489 0.0 0.1 0.0
H -2.55987 0.18283 -4.19534 -0.2 0.1 0.2
H -2.40520 -0.94825 -2.85877 0.2 -0.1 0.1
H -4.87505 1.82273 -2.00383 0.0 -0.3 -0.1
H -3.47866 1.99649 -3.02223 0.0 -0.2 -0.1
H -3.55397 0.82991 -0.20978 0.1 -0.1 -0.1
H -2.68659 2.23374 -0.80808 0.0 -0.1 -0.1
H -2.14138 0.62248 -1.26718 -0.1 0.0 0.0
H -5.64292 -1.50428 -3.01313 0.1 0.1 -0.1
H -6.04760 -0.23468 -1.91149 0.3 0.1 -0.1
H -3.67489 -2.11096 -1.37657 0.0 0.0 0.0
H -5.33338 -2.46085 -0.89475 0.3 0.3 0.0
H -4.51780 -1.05573 -0.22532 0.1 -0.1 -0.1
C -5.35366 -9.58732 1.43601 -2.1 -1.5 -1.0
F -4.65639 -10.57926 2.06149 -1.5 1.7 -0.6
F -5.36687 -9.90750 0.10700 0.3 0.5 1.0
F -6.64916 -9.70556 1.85699 1.4 0.4 -0.2
S -4.67282 -7.92292 1.74334 3.2 -1.1 2.8
O -3.30993 -7.97962 1.20846 -2.2 0.1 0.0
O -4.75466 -7.75599 3.19611 -0.5 -0.1 -2.3
N -5.73491 -7.12332 0.88001 0.3 1.2 -0.3
S -5.47968 -5.55967 0.90792 0.1 1.5 2.9
O -4.28746 -5.08078 0.20302 -1.0 -0.5 -0.7
O -5.75866 -4.87677 2.17402 0.2 -1.2 -2.3
C -6.86944 -5.09391 -0.17758 -2.9 1.2 0.5
F -8.07818 -5.48432 0.32798 1.7 0.3 -0.6
F -6.78180 -5.67245 -1.41323 -0.6 0.6 1.6
F -6.96046 -3.74917 -0.39060 0.4 -1.7 0.3
Cl -2.27818 -5.00076 1.46082 0.3 0.1 0.2
K -5.87818 -6.25669 -3.27817 1.0 -0.7 -1.7
F 1.62182 6.32831 -0.53817 0.4 -0.6 0.0
N 6.42268 3.36874 4.97840 0.1 0.0 -0.4
C 5.14171 3.10341 5.38738 -0.4 0.0 0.1
C 4.77039 4.08002 6.28434 -0.1 -0.4 -0.3
C 5.86382 4.96895 6.41646 0.4 0.1 -0.2
C 6.86936 4.50751 5.59677 0.1 0.3 0.2
H 6.95477 2.81196 4.32226 -0.2 0.1 0.5
H 4.60609 2.24381 5.00737 0.1 0.1 0.1
H 3.81475 4.14584 6.78808 0.2 0.0 -0.1
H 5.91226 5.85112 7.04169 0.0 -0.2 -0.1
H 7.86233 4.89026 5.40212 -0.2 0.0 0.1
Li 3.72182 0.65913 -2.41977 -0.2 0.3 0.2
Ca 7.92182 3.01330 -2.80727 -0.6 0.2 -4.0
Br -2.87818 -11.75656 2.74479 1.5 -0.8 0.5